Here is 4 unconnected molecules or ions with the total composition CH8O5 at a distorted geometry from the Open Molecules 2025 dataset. Energies are from wB97M-V/def2-TZVPD.

structure (SMILES)	O=CO.O.O.O
Kohn-Sham gap	11.31	eV
ΔE to the lowest compared entry with this formula, charge and spin	68.8	kJ/mol

Structure (ORCA input):
```
! RIJCOSX wB97M-V def2-TZVPD def2/J DEFGRID3
* xyz 0 1
O -1.297 -2.341 0.857
C -0.756 -1.901 1.815
O -0.616 -0.575 2.128
H -0.304 -2.516 2.611
H 0.125 -0.210 1.585
O 1.247 0.448 0.246
H 0.384 0.806 -0.065
H 1.497 -0.005 -0.579
O 1.793 0.851 -2.533
H 1.974 0.882 -3.469
H 1.621 1.727 -2.185
O -1.541 0.879 -0.377
H -2.320 1.437 -0.524
H -1.808 0.516 0.490
*
```



Here is a molecular structure, C23H40CaIN6OS2Si from the Open Molecules 2025 dataset. Energies are from wB97M-V/def2-TZVPD.

Kohn-Sham gap	5.31	eV
ΔE to the lowest compared entry with this formula, charge and spin	162.0	kJ/mol

Structure (ORCA input):
```
! RIJCOSX wB97M-V def2-TZVPD def2/J DEFGRID3
* xyz -1 1
Ca -0.483 -1.708 -0.862
C -2.569 1.024 -0.610
C -2.776 0.167 0.645
N -2.785 -1.263 0.350
C -3.961 -1.718 -0.415
C -3.572 -2.522 -1.653
N -2.518 -1.860 -2.395
C -2.852 -0.672 -3.147
C -1.837 0.455 -2.906
N -1.489 0.560 -1.491
H -2.389 2.056 -0.291
H -3.492 1.045 -1.194
H -3.714 0.501 1.117
H -1.958 0.356 1.341
H -2.697 -1.804 1.201
H -4.533 -0.833 -0.712
H -4.623 -2.327 0.207
H -4.475 -2.717 -2.252
H -3.190 -3.491 -1.334
H -1.876 -2.500 -2.856
H -3.846 -0.336 -2.839
H -2.916 -0.854 -4.227
H -2.241 1.395 -3.318
H -0.913 0.226 -3.446
H -0.658 1.120 -1.363
C 1.246 1.272 4.540
Si 2.686 0.322 3.812
C 3.786 1.447 2.798
C 3.725 -0.286 5.264
C 2.123 -1.193 2.856
C 2.472 -2.470 3.279
C 2.055 -3.600 2.587
C 1.281 -3.414 1.458
N 0.935 -2.200 1.018
C 1.337 -1.105 1.688
S 0.794 0.440 1.054
H 1.609 2.100 5.155
H 0.642 0.619 5.176
H 0.605 1.668 3.754
H 4.213 2.226 3.436
H 3.230 1.915 1.987
H 4.610 0.880 2.358
H 4.082 0.572 5.839
H 4.600 -0.849 4.933
H 3.150 -0.922 5.942
H 3.077 -2.594 4.171
H 2.300 -4.599 2.917
H 0.884 -4.262 0.909
C 0.813 -3.985 -2.888
O 0.063 -2.918 -2.424
H 0.182 -4.811 -3.252
H 1.462 -4.415 -2.106
H 1.475 -3.695 -3.721
I -3.440 -5.640 0.424
C -1.399 -4.813 0.648
H -1.136 -4.515 -0.386
H -1.610 -3.882 1.204
N 1.335 2.170 -3.909
C 1.805 1.623 -2.745
S 2.591 0.166 -2.709
N 1.595 2.325 -1.600
C 1.086 3.620 -1.403
C 0.512 3.891 -0.157
C 0.005 5.147 0.119
C 0.054 6.156 -0.836
C 0.641 5.892 -2.062
C 1.164 4.638 -2.352
H 1.345 1.515 -4.674
H 0.523 2.767 -3.852
H 1.792 1.775 -0.756
H 0.475 3.108 0.593
H -0.435 5.335 1.090
H -0.350 7.136 -0.621
H 0.711 6.672 -2.810
H 1.664 4.475 -3.295
*
```



Here is a molecular structure, F16N8Na3O32S16 at a distorted geometry from the Open Molecules 2025 dataset. Energies are from wB97M-V/def2-TZVPD.

Kohn-Sham gap (spin up / spin down)	5.27 / 3.61	eV

Structure (ORCA input):
```
! RIJCOSX wB97M-V def2-TZVPD def2/J DEFGRID3
* xyz -4 2
Na -2.583 -2.188 0.662
Na 2.208 -3.626 -0.625
Na -2.752 -0.671 3.279
N -2.799 -2.832 -1.655
S -4.096 -3.973 -1.499
O -4.083 -4.981 -2.520
O -5.388 -3.644 -0.958
F -3.501 -4.719 -0.230
S -3.656 -1.819 -2.367
O -4.339 -0.986 -1.408
O -4.241 -2.067 -3.675
F -2.430 -0.872 -2.823
N 2.128 4.841 1.381
S 1.123 5.819 0.358
O 0.630 7.129 0.730
O 0.394 5.005 -0.619
F 2.386 6.262 -0.476
S 1.136 4.895 2.571
O -0.309 4.552 2.441
O 1.489 5.880 3.585
F 1.626 3.470 3.278
N -5.784 3.695 -1.475
S -5.890 2.477 -0.241
O -7.170 1.831 -0.013
O -5.006 2.665 0.946
F -5.015 1.436 -1.060
S -6.814 4.490 -0.754
O -6.344 5.316 0.315
O -8.217 4.038 -0.955
F -6.929 5.749 -1.827
N 3.625 -5.257 4.830
S 4.545 -5.205 5.927
O 3.986 -5.441 7.253
O 5.851 -4.577 5.879
F 5.049 -6.618 5.494
S 3.147 -3.708 5.186
O 3.914 -2.591 4.657
O 2.326 -3.300 6.343
F 1.915 -3.782 4.068
N 4.237 -3.406 0.412
S 5.578 -3.706 -0.068
O 6.286 -4.649 0.827
O 6.176 -2.814 -1.103
F 5.040 -4.782 -1.047
S 4.829 -1.938 1.014
O 4.727 -0.826 0.040
O 5.896 -1.859 2.041
F 3.481 -1.536 1.908
N -2.013 3.845 -4.212
S -1.346 5.077 -3.613
O 0.049 5.277 -3.881
O -1.908 5.475 -2.300
F -2.157 6.075 -4.542
S -1.429 2.716 -3.091
O -2.088 2.554 -1.791
O -0.018 2.369 -3.156
F -2.117 1.522 -4.004
N -1.131 -0.540 1.571
S -1.014 0.808 0.876
O -0.127 0.987 -0.281
O -1.210 1.940 1.757
F -2.459 0.601 0.184
S 0.568 -0.727 1.734
O 1.328 0.218 2.452
O 1.146 -1.563 0.692
F 0.348 -1.786 2.888
N 1.745 -2.671 -2.681
S 1.513 -1.037 -2.785
O 0.879 -0.407 -3.967
O 2.267 -0.214 -1.842
F 0.187 -1.171 -2.000
S 2.823 -2.485 -3.779
O 3.933 -1.551 -3.619
O 2.234 -2.596 -5.129
F 3.613 -3.890 -3.510
*
```